Below is 2 unconnected molecules or ions with the total composition C2H3FS2 in a non-equilibrium geometry, with properties calculated with the ωB97M-V functional and the def2-TZVPD basis.

The calculation puts the HOMO energy at -9.44 eV. The relative energy (zero: lowest compared OMol25 entry of this formula, charge and spin) comes out at 3.184 eV. The spin multiplicity is 1. The electronic energy is -26506.671 eV.

Each line ends with the natural charge from an NBO analysis.
Atoms and positions in Å:
C -1.280 -2.155 0.149  -0.240
C -0.917 -1.273 -0.547  -0.236
F 2.357 1.311 0.694  -0.544
S -0.521 1.636 0.921  -0.265
S 1.062 2.309 0.125  0.727
H -1.794 -2.898 0.764  0.241
H 1.473 1.583 -1.026  0.090
H -0.380 -0.514 -1.080  0.227


Below is 2 unconnected molecules or ions with the total composition C2H3FS2 in a non-equilibrium geometry, with properties calculated with the ωB97M-V functional and the def2-TZVPD basis.

The calculation puts the HOMO energy (alpha / beta) at -8.98 / -9.06 eV. The relative energy (zero: lowest compared OMol25 entry of this formula, charge and spin) comes out at 3.631 eV. The spin multiplicity is 1. The electronic energy is -26506.224 eV.

Each line ends with the natural charge from an NBO analysis.
Atoms and positions in Å:
C 0.368 -0.521 -0.836  -0.384
C -0.080 0.737 -0.985  -0.392
F 0.616 -0.516 2.539  -0.473
S -1.424 1.411 0.052  0.122
S -1.001 -0.408 2.443  0.462
H 1.089 -1.084 -1.439  0.215
H 0.129 -1.015 0.107  0.201
H 0.302 1.397 -1.880  0.248


Below is 2 unconnected molecules or ions with the total composition C2H3FSi in a non-equilibrium geometry, with properties calculated with the ωB97M-V functional and the def2-TZVPD basis.

The calculation puts the HOMO energy at -10.44 eV. The relative energy (zero: lowest compared OMol25 entry of this formula, charge and spin) comes out at 4.943 eV. The spin multiplicity is 1. The electronic energy is -12712.171 eV.

Each line ends with the natural charge from an NBO analysis.
Atoms and positions in Å:
C 0.646 0.127 0.944  -0.520
C 0.373 0.732 -0.163  -0.005
F 1.277 2.186 -1.037  -0.512
Si -0.725 -0.774 -0.271  1.100
H 1.406 0.193 1.716  0.262
H -0.801 -2.035 -0.925  -0.156
H -2.176 -0.430 -0.263  -0.168